{
  "formula": "C47H33IN7V",
  "method": "the ωB97M-V functional and the def2-TZVPD basis",
  "symbols": ["V", "N", "C", "N", "C", "N", "N", "C", "C", "C", "C", "C", "C", "N", "C", "C", "C", "C", "C", "C", "H", "H", "H", "H", "H", "H", "H", "H", "H", "H", "H", "I", "C", "C", "C", "C", "C", "C", "C", "C", "C", "C", "H", "H", "H", "H", "H", "H", "N", "C", "C", "C", "C", "C", "C", "C", "C", "C", "C", "C", "C", "C", "H", "H", "H", "H", "H", "H", "H", "H", "H", "H", "N", "C", "C", "C", "C", "C", "C", "C", "C", "C", "H", "H", "H", "H", "C", "H", "H"],
  "coordinates": [[0.016, 1.473, 0.351], [-3.788, -0.608, -3.206], [-3.482, -0.260, -1.930], [-2.610, 0.603, -1.580], [-1.887, 1.272, -2.579], [-1.052, 2.194, -2.324], [-0.792, 2.400, -0.969], [-0.819, 3.707, -0.527], [-0.917, 3.899, 0.842], [-0.925, 5.202, 1.437], [-1.202, 5.321, 2.760], [-1.486, 4.158, 3.537], [-1.418, 2.940, 2.938], [-1.108, 2.755, 1.622], [-2.145, 0.928, -3.998], [-1.455, 1.517, -5.053], [-1.727, 1.155, -6.359], [-2.705, 0.196, -6.625], [-3.401, -0.394, -5.593], [-3.117, -0.029, -4.279], [-4.496, -1.295, -3.380], [-4.050, -0.789, -1.164], [-0.878, 4.508, -1.247], [-0.723, 6.061, 0.812], [-1.218, 6.300, 3.225], [-1.734, 4.230, 4.588], [-1.613, 2.046, 3.507], [-0.702, 2.259, -4.814], [-1.180, 1.614, -7.172], [-2.924, -0.090, -7.647], [-4.164, -1.137, -5.800], [1.678, 1.566, 3.208], [2.771, -0.154, 3.749], [3.778, 0.106, 4.660], [4.695, -0.902, 4.977], [4.655, -2.096, 4.305], [3.637, -2.378, 3.360], [3.648, -3.593, 2.630], [2.637, -3.883, 1.718], [1.549, -3.046, 1.585], [1.444, -1.844, 2.339], [2.581, -1.420, 3.149], [3.869, 1.090, 5.104], [5.460, -0.710, 5.723], [5.409, -2.856, 4.486], [4.468, -4.285, 2.790], [2.676, -4.803, 1.142], [0.721, -3.318, 0.941], [0.352, 0.018, -0.328], [1.222, -0.758, -1.060], [2.509, -0.320, -1.170], [2.928, 0.872, -0.310], [4.280, 1.415, -0.680], [5.040, 0.918, -1.656], [4.614, -0.259, -2.413], [3.435, -0.844, -2.162], [0.750, -1.973, -1.791], [-0.290, -1.890, -2.715], [-0.686, -2.997, -3.456], [-0.045, -4.218, -3.276], [0.988, -4.314, -2.351], [1.383, -3.202, -1.617], [2.980, 0.530, 0.732], [4.619, 2.278, -0.113], [5.990, 1.382, -1.902], [5.258, -0.648, -3.194], [3.132, -1.693, -2.761], [-0.757, -0.928, -2.874], [-1.476, -2.896, -4.195], [-0.339, -5.082, -3.859], [1.502, -5.258, -2.213], [2.192, -3.281, -0.899], [-7.537, 0.435, 3.798], [-6.420, 0.258, 3.569], [-5.028, 0.027, 3.288], [-4.607, -0.307, 1.990], [-3.285, -0.571, 1.726], [-2.309, -0.521, 2.760], [-2.744, -0.154, 4.063], [-4.071, 0.109, 4.315], [-0.976, -0.875, 2.512], [0.192, -1.237, 2.399], [-5.345, -0.349, 1.198], [-2.949, -0.800, 0.723], [-2.013, -0.106, 4.859], [-4.397, 0.366, 5.314], [1.881, 2.023, -0.365], [1.831, 2.389, -1.392], [2.225, 2.852, 0.266]],
  "forces_ev_per_a": [[0.704, 0.299, -0.141], [0.066, 0.029, -0.224], [0.063, 0.026, 0.082], [0.040, -0.013, -0.118], [-0.687, -0.386, 0.041], [0.787, 0.587, 0.646], [-0.561, 0.266, -0.527], [-0.373, -0.240, -0.108], [-0.536, -0.285, -0.296], [0.038, -0.070, 0.385], [-0.014, -0.049, -0.049], [-0.002, 0.234, -0.028], [0.047, 0.024, -0.414], [0.399, 0.179, 0.269], [-0.121, 0.018, 0.212], [0.106, 0.074, -0.080], [0.018, 0.019, -0.002], [0.080, 0.086, -0.101], [-0.101, -0.100, 0.041], [-0.025, -0.017, 0.044], [-0.089, -0.147, 0.002], [0.019, 0.081, -0.064], [0.307, 0.097, -0.058], [0.034, 0.018, 0.009], [-0.015, -0.017, 0.000], [-0.003, 0.006, -0.041], [0.045, -0.187, -0.022], [-0.035, -0.068, -0.029], [-0.027, -0.022, 0.023], [0.027, 0.023, 0.045], [0.034, 0.016, 0.048], [-0.134, -0.175, 0.048], [-0.118, -0.163, -0.199], [0.097, -0.031, 0.116], [0.026, 0.093, -0.005], [-0.030, -0.029, -0.028], [-0.126, -0.072, -0.087], [0.030, 0.078, 0.044], [-0.015, 0.072, 0.091], [0.151, 0.177, 0.066], [0.050, 0.018, 0.029], [-0.006, -0.099, -0.048], [-0.002, -0.081, -0.027], [-0.013, -0.014, -0.093], [-0.073, 0.045, -0.004], [-0.043, 0.047, -0.007], [-0.003, 0.024, 0.033], [0.016, 0.042, 0.109], [-0.296, -0.850, -0.160], [0.305, 0.094, -0.163], [-0.028, 0.290, 0.142], [-0.058, 0.140, -0.400], [-0.039, -0.045, 0.052], [0.054, -0.142, -0.120], [0.159, 0.265, 0.154], [-0.152, -0.112, 0.169], [-0.170, 0.161, 0.013], [-0.018, 0.022, 0.020], [0.038, 0.071, 0.041], [0.002, 0.054, 0.032], [-0.020, 0.079, -0.052], [0.058, -0.095, -0.079], [-0.024, -0.085, 0.064], [-0.038, -0.014, -0.025], [-0.030, -0.049, 0.038], [-0.020, 0.027, 0.016], [-0.054, 0.004, 0.043], [0.000, -0.078, -0.001], [0.031, -0.010, 0.056], [-0.001, 0.025, 0.034], [-0.013, -0.004, 0.032], [-0.051, 0.034, -0.102], [0.102, -0.018, -0.032], [0.306, -0.014, -0.057], [-0.206, 0.024, 0.120], [-0.003, 0.002, 0.036], [0.117, -0.033, 0.186], [-0.075, -0.158, -0.066], [-0.060, 0.030, -0.235], [-0.085, 0.008, -0.093], [0.191, 0.204, 0.078], [-0.163, -0.023, 0.381], [0.018, 0.010, -0.011], [0.007, 0.007, 0.081], [-0.008, -0.017, 0.014], [0.035, 0.005, 0.013], [0.245, -0.325, 0.225], [-0.136, 0.036, -0.064], [0.044, 0.071, 0.034]],
  "lowdin_spin": [-0.008, 0.000, 0.000, 0.000, 0.001, 0.001, 0.009, 0.003, 0.003, 0.001, 0.001, 0.002, 0.002, 0.006, 0.000, 0.000, 0.000, 0.000, 0.000, 0.000, 0.000, 0.000, 0.000, 0.000, 0.000, 0.000, 0.002, 0.000, 0.000, 0.000, 0.000, 0.000, 0.014, 0.076, 0.001, 0.067, 0.005, 0.169, 0.034, 0.116, 0.072, 0.026, 0.007, -0.002, 0.003, 0.010, -0.002, 0.005, -0.003, 0.003, -0.005, -0.001, -0.002, 0.000, -0.004, 0.001, 0.001, 0.000, 0.000, 0.000, 0.001, 0.004, 0.000, 0.000, 0.000, 0.000, 0.000, 0.000, 0.000, 0.000, 0.000, 0.003, 0.037, 0.015, 0.067, 0.008, 0.045, 0.040, 0.045, 0.005, 0.057, 0.053, -0.001, 0.003, 0.002, -0.001, -0.001, 0.000, 0.000],
  "charge": -1,
  "spin_multiplicity": 2,
  "e_above_lowest_kj_mol": 247.7,
  "lumo_ha": [0.0744, 0.0744],
  "largest_force_ha_per_bohr": 0.0229,
  "s2": 0.81
}